Below is a molecular structure, C21H16BF4N7Os, with properties calculated with ωB97M-V with the def2-TZVPD basis set.

The HOMO energy (alpha / beta) comes out at -13.64 / -13.64 eV. The calculation puts the total energy at -46463.046 eV. For the molar mass, the calculation gives 643.442 Da. For the largest force on an atom, the calculation gives 5.027 eV/A.

Geometry as ORCA input:
```
! wB97M-V def2-TZVPD RIJCOSX def2/J DEFGRID3
* xyz 2 1
Os -0.294 2.774 1.068
N -6.391 -4.851 2.612
C -5.686 -3.973 2.417
C -4.808 -2.895 2.167
C -5.334 -1.611 1.956
C -4.488 -0.563 1.685
C -3.096 -0.786 1.627
C -2.578 -2.085 1.836
C -3.424 -3.131 2.112
C -2.220 0.271 1.381
C -1.430 1.189 1.169
H -6.401 -1.458 2.003
H -4.876 0.430 1.510
H -1.512 -2.239 1.778
H -3.039 -4.126 2.281
C 2.017 2.312 -1.459
C 2.124 1.428 -0.273
N 1.317 1.523 0.786
C 1.740 0.575 1.694
C 2.802 -0.087 1.170
N 3.035 0.454 -0.071
C 4.116 0.038 -0.940
N 3.943 -1.305 -1.414
N 4.835 -2.262 -1.138
N 4.526 -3.327 -1.705
C 3.392 -3.184 -2.439
C 2.653 -4.042 -3.253
C 1.494 -3.540 -3.809
C 1.075 -2.222 -3.582
C 1.799 -1.357 -2.785
C 2.976 -1.839 -2.235
H 0.984 2.669 -1.550
H 2.305 1.815 -2.383
H 2.664 3.181 -1.326
H 1.277 0.452 2.657
H 3.398 -0.884 1.570
H 5.059 0.039 -0.379
H 4.190 0.735 -1.783
H 2.998 -5.046 -3.451
H 0.884 -4.170 -4.436
H 0.161 -1.872 -4.034
H 1.447 -0.359 -2.577
F -3.489 5.898 0.251
B -3.746 5.703 1.514
F -4.660 4.854 1.870
F -3.036 6.328 2.409
F -1.739 3.902 1.290
N 1.023 5.597 1.412
C 0.823 4.489 1.188
H 1.189 6.562 1.610
*
```